Entry 1:
Below is a structure of composition C2H4N2OP2 at a distorted geometry, with properties calculated with ωB97M-V with the def2-TZVPD basis set.

Calculated values
Frontier orbital gap (spin up / spin down)   0.225 / 0.225 hartree
HOMO (spin up / spin down)   -7.71 / -7.71 eV

```
! RIJCOSX wB97M-V def2-TZVPD def2/J DEFGRID3
* xyz 0 1
C 1.326 -0.264 -0.791
C 1.500 -0.221 0.627
N 0.135 0.135 -1.197
N 0.447 0.058 1.344
O -1.159 1.882 0.179
P -0.807 0.300 0.199
P -2.420 -0.957 0.050
H 2.170 -0.566 -1.548
H 2.354 -0.383 1.261
H -2.034 2.066 -0.121
H -1.512 -2.049 -0.003
*
```

***

Entry 2:
Below is a structure of composition C5H21FeN10O6 at a distorted geometry, with properties calculated with ωB97M-V with the def2-TZVPD basis set.

Calculated values
Frontier orbital gap (spin up / spin down)   0.277 / 0.122 hartree
HOMO (spin up / spin down)   -14.88 / -14.87 eV
<S²>   8.761

```
! RIJCOSX wB97M-V def2-TZVPD def2/J DEFGRID3
* xyz 2 6
Fe 0.492 1.215 -2.346
O 0.734 -0.112 -0.892
H 0.925 -0.563 -0.047
C 0.830 3.354 -0.073
O 0.376 2.980 -1.161
N 0.850 4.639 0.276
N 1.386 2.633 0.812
H 1.532 4.948 0.954
H 0.446 5.322 -0.348
H 1.392 1.631 0.681
H 1.854 3.007 1.625
C -0.161 -3.705 -0.604
O -0.043 -4.902 -0.493
N 0.876 -2.969 -0.673
N -1.308 -3.064 -0.735
H 0.860 -2.005 -0.975
H 1.780 -3.373 -0.470
H -2.185 -3.533 -0.912
H -1.298 -2.081 -0.970
C -1.981 -0.129 1.777
O -2.840 0.149 2.580
N -1.400 -1.278 1.640
N -1.604 0.607 0.796
H -1.820 -1.959 2.257
H -0.613 -1.426 1.024
H -0.880 0.359 0.138
H -2.006 1.527 0.907
C 3.505 -0.056 1.955
O 3.205 0.872 2.641
N 2.834 -1.184 2.020
N 4.544 -0.174 1.171
H 2.038 -1.208 2.642
H 3.189 -1.847 1.346
H 4.772 -0.803 0.414
H 5.159 0.612 1.322
C -2.668 0.461 -2.283
O -1.509 0.700 -2.162
N -3.085 -0.497 -2.947
N -3.630 1.048 -1.665
H -4.066 -0.622 -3.152
H -2.416 -1.234 -3.119
H -3.478 1.902 -1.147
H -4.588 0.760 -1.804
*
```

***

Entry 3:
Below is an isolated molecule of C3H6N2O2 at a distorted geometry, with properties calculated with ωB97M-V with the def2-TZVPD basis set.

Calculated values
SMILES string   ON1C=NOCC1
Frontier orbital gap   0.372 hartree
HOMO   -9.60 eV

```
! RIJCOSX wB97M-V def2-TZVPD def2/J DEFGRID3
* xyz 0 1
C -0.908 -0.504 -0.049
C -0.745 0.845 -0.995
C 1.476 -0.231 0.134
H 0.147 0.304 2.133
H -1.108 -1.460 -0.568
H -1.606 -0.291 0.792
H -0.405 1.674 -0.225
H -1.585 0.970 -1.632
H 2.491 -0.289 0.652
N 0.287 -1.061 0.588
N 1.509 0.221 -1.031
O 0.118 -0.738 2.004
O 0.330 0.559 -1.802
*
```

***

Entry 4:
Below is a cluster of 2 separate species, C2H10NO in total at a distorted geometry, with properties calculated with ωB97M-V with the def2-TZVPD basis set.

Calculated values
Frontier orbital gap   0.393 hartree
HOMO   -14.40 eV

```
! RIJCOSX wB97M-V def2-TZVPD def2/J DEFGRID3
* xyz 1 1
C 0.419 0.218 0.999
C -1.725 -0.725 0.212
N -0.584 -0.883 1.149
H 0.550 0.401 -0.080
H 1.374 -0.145 1.413
H 0.163 1.173 1.489
H -2.574 -1.296 0.623
H -1.483 -1.125 -0.787
H -2.028 0.330 0.105
H -0.173 -1.835 1.051
H -0.960 -0.802 2.117
O 1.942 1.571 -2.807
H 2.508 2.219 -2.329
H 2.572 0.900 -3.155
*
```

***

Entry 5:
Below is the ion C2H3N2OS with charge -1 at a distorted geometry, with properties calculated with ωB97M-V with the def2-TZVPD basis set.

Calculated values
SMILES string   C/N=N/C([O-])=S
Frontier orbital gap   0.271 hartree
HOMO   -3.50 eV

```
! RIJCOSX wB97M-V def2-TZVPD def2/J DEFGRID3
* xyz -1 1
C -2.084 -0.199 -0.028
C 1.634 0.058 0.049
N -0.567 0.205 -0.405
N 0.252 -0.278 0.367
O -2.375 -1.379 -0.255
S -2.732 1.172 0.465
H 2.194 -0.875 0.016
H 2.051 0.852 0.723
H 1.627 0.446 -0.931
*
```

***

Entry 6:
Below is an isolated molecule of C10H17NSi at a distorted geometry, with properties calculated with ωB97M-V with the def2-TZVPD basis set.

Calculated values
SMILES string   CC(C)N(C)[SiH2]c1ccccc1
Frontier orbital gap   0.350 hartree
HOMO   -8.61 eV

```
! RIJCOSX wB97M-V def2-TZVPD def2/J DEFGRID3
* xyz 0 1
C 4.127 0.762 -0.222
C 2.993 1.488 -0.428
C 3.989 -0.639 -0.087
C 1.781 0.822 -0.568
C 2.765 -1.253 -0.170
C 1.598 -0.573 -0.418
C -3.547 -0.290 -0.603
C -1.740 1.550 -0.527
C -1.209 -0.794 2.068
C -2.407 0.380 0.232
N -1.265 -0.528 0.599
Si -0.171 -1.282 -0.430
H 4.930 1.323 0.087
H 3.023 2.633 -0.654
H 4.895 -1.241 0.234
H 0.800 1.443 -0.723
H 2.799 -2.297 -0.310
H -3.100 -0.597 -1.530
H -4.122 -1.077 -0.055
H -4.261 0.483 -0.733
H -0.916 1.138 -1.213
H -1.399 2.259 0.163
H -2.432 2.038 -1.218
H -0.415 -1.524 2.322
H -1.047 0.024 2.644
H -2.204 -1.121 2.404
H -2.881 0.893 1.090
H -0.487 -1.298 -1.937
H -0.099 -2.722 -0.016
*
```

***

Entry 7:
Below is a structure of composition C5H9N3 at a distorted geometry, with properties calculated with ωB97M-V with the def2-TZVPD basis set.

Calculated values
Frontier orbital gap   0.354 hartree
HOMO   -8.76 eV

```
! RIJCOSX wB97M-V def2-TZVPD def2/J DEFGRID3
* xyz 0 1
C 1.345 -0.171 -0.024
C -0.440 1.445 -0.122
C -1.294 0.173 -0.182
C -0.905 -0.821 0.935
C 0.205 -1.170 -0.040
H 3.241 0.137 -0.086
H 1.638 1.825 -0.028
H -0.534 1.937 -1.070
H -0.824 2.081 0.673
H -2.326 0.452 -0.418
H -1.643 -1.642 1.043
H -0.666 -0.344 1.930
H 0.633 -2.183 -0.052
H -1.289 -1.504 -1.279
N 2.561 -0.613 -0.128
N 0.931 1.131 0.051
N -0.632 -0.734 -1.202
*
```

***

Entry 8:
Below is a cluster of 3 separate species, C4H10O2 in total at a distorted geometry, with properties calculated with ωB97M-V with the def2-TZVPD basis set.

Calculated values
SMILES string   C=CC=C.O.O
Frontier orbital gap   0.350 hartree
HOMO   -8.92 eV

```
! RIJCOSX wB97M-V def2-TZVPD def2/J DEFGRID3
* xyz 0 1
C 1.001 1.200 -1.093
C -0.254 1.443 -1.492
C -1.386 1.960 -0.715
C -2.561 2.245 -1.261
H 1.087 1.085 -0.016
H 1.820 1.453 -1.743
H -0.421 1.488 -2.568
H -1.109 2.362 0.250
H -3.271 2.888 -0.771
H -2.798 1.756 -2.197
H -0.447 -3.201 3.093
H 0.272 -3.755 1.795
O -0.563 -3.465 2.167
H 2.803 -1.697 1.770
H 2.941 -3.116 0.975
O 2.887 -2.648 1.804
*
```

***

Entry 9:
Below is a cluster of 7 separate species, H12NO9 in total at a distorted geometry, with properties calculated with ωB97M-V with the def2-TZVPD basis set.

Calculated values
Frontier orbital gap   0.346 hartree
HOMO   -6.14 eV

```
! RIJCOSX wB97M-V def2-TZVPD def2/J DEFGRID3
* xyz -1 1
N 0.303 -0.446 1.665
O -0.897 -0.564 1.296
O 1.084 -1.366 1.616
O 0.773 0.681 1.399
O 2.132 1.897 -0.525
H 2.078 1.423 0.333
H 3.085 2.069 -0.610
O -0.487 2.669 -0.944
H -0.667 3.399 -0.372
H 0.323 2.267 -0.654
O -2.732 -2.100 -0.203
H -2.124 -1.619 0.333
H -2.492 -1.921 -1.132
O -2.865 1.892 0.833
H -2.594 2.047 -0.067
H -2.448 1.026 1.007
O 0.553 -0.934 -1.396
H 0.101 -1.819 -1.389
H 0.395 -0.627 -0.508
O 2.446 -2.967 -0.169
H 1.884 -2.648 -0.962
H 2.149 -2.357 0.452
*
```

***

Entry 10:
Below is an isolated molecule of C4H6N2, with properties calculated with ωB97M-V with the def2-TZVPD basis set.

Calculated values
SMILES string   [H]/N=C/[C@]1(C)C=N1
Frontier orbital gap   0.395 hartree
HOMO   -9.73 eV

```
! RIJCOSX wB97M-V def2-TZVPD def2/J DEFGRID3
* xyz 0 1
C -1.477 -0.361 0.228
C -0.082 0.226 0.129
C 1.004 -0.696 -0.335
N 2.216 -0.328 -0.369
N 0.355 1.195 1.207
C 0.093 1.669 0.080
H -2.234 0.430 0.287
H -1.686 -0.936 -0.678
H -1.608 -1.027 1.092
H 0.661 -1.713 -0.585
H 2.820 -1.106 -0.640
H -0.058 2.615 -0.442
*
```

***

Entry 11:
Below is a structure of composition C20H42NP3SV at a distorted geometry, with properties calculated with ωB97M-V with the def2-TZVPD basis set.

Calculated values
Frontier orbital gap (spin up / spin down)   0.115 / 0.116 hartree
HOMO (spin up / spin down)   -18.46 / -18.42 eV
<S²>   1.151

```
! RIJCOSX wB97M-V def2-TZVPD def2/J DEFGRID3
* xyz 4 2
V 0.301 0.029 0.539
P 1.706 1.782 1.363
P -1.356 0.631 2.228
P -1.497 2.090 -1.444
H 0.110 -3.586 -5.787
C 0.435 -2.626 -6.235
C 1.635 -2.032 -6.107
H 2.392 -2.261 -5.357
C 2.983 0.706 2.128
C 1.282 3.033 2.649
C 2.710 2.765 0.186
C -2.692 -0.557 1.860
C -0.919 0.219 3.958
C -2.286 2.181 2.514
C -0.984 2.063 -3.165
C -0.938 3.577 -0.629
C -3.288 1.982 -1.369
H -0.281 -2.165 -6.932
H 1.886 -1.298 -6.866
H 3.453 0.093 1.347
H 2.534 0.040 2.875
H 3.734 1.346 2.608
H 0.834 2.549 3.526
H 0.578 3.755 2.219
H 2.206 3.549 2.930
H 3.048 2.114 -0.630
H 3.581 3.164 0.724
H 2.116 3.596 -0.217
H -3.493 -0.472 2.604
H -2.296 -1.578 1.875
H -3.105 -0.354 0.867
H -1.791 0.415 4.595
H -0.082 0.825 4.312
H -0.645 -0.836 4.048
H -3.002 2.021 3.339
H -2.862 2.497 1.636
H -1.630 3.009 2.807
H -1.678 2.716 -3.713
H -1.035 1.034 -3.540
H 0.045 2.433 -3.245
H -1.393 4.436 -1.145
H 0.152 3.635 -0.685
H -1.242 3.565 0.426
H -3.681 2.781 -2.015
H -3.663 2.107 -0.345
H -3.642 1.008 -1.737
C 0.566 -1.441 -1.911
C -0.836 -1.567 -1.713
C -1.520 -2.502 -2.498
C -0.819 -3.426 -3.282
C 0.588 -3.421 -3.309
C 1.281 -2.461 -2.595
S 1.446 0.010 -1.499
H -0.790 1.011 -0.732
H -1.370 -0.954 -0.956
H -2.612 -2.515 -2.487
H -1.422 -4.089 -3.911
H 1.163 -4.094 -3.947
H 2.373 -2.427 -2.630
C 1.923 -3.169 4.580
C 1.356 -3.519 3.184
C 0.870 -2.399 2.401
N 0.716 -1.543 1.642
H 2.807 -2.529 4.481
H 2.213 -4.076 5.129
H 1.168 -2.649 5.177
H 2.146 -4.001 2.587
H 0.513 -4.218 3.289
*
```

***

Entry 12:
Below is an isolated molecule of C3H4N2S at a distorted geometry, with properties calculated with ωB97M-V with the def2-TZVPD basis set.

Calculated values
SMILES string   [H]/N=c1\c(=S)n1C
Frontier orbital gap   0.338 hartree
HOMO   -8.84 eV

```
! RIJCOSX wB97M-V def2-TZVPD def2/J DEFGRID3
* xyz 0 1
C -0.250 1.213 0.100
C -1.317 0.201 -0.242
C 0.830 -1.284 -0.065
N 0.440 2.223 0.488
N -0.013 -0.114 -0.151
S -2.741 -0.561 -0.523
H 0.476 -1.929 0.656
H 0.752 -1.846 -1.126
H 1.853 -1.030 0.298
H -0.030 3.128 0.564
*
```

***

Entry 13:
Below is a cluster of 11 separate species, C44H88O22 in total at a distorted geometry, with properties calculated with ωB97M-V with the def2-TZVPD basis set.

Calculated values
SMILES string   CCOC(C)=O.CCOC(C)=O.CCOC(C)=O.CCOC(C)=O.CCOC(C)=O.CCOC(C)=O.CCOC(C)=O.CCOC(C)=O.CCOC(C)=O.CCOC(C)=O.CCOC(C)=O
Frontier orbital gap   0.401 hartree
HOMO   -10.26 eV

```
! RIJCOSX wB97M-V def2-TZVPD def2/J DEFGRID3
* xyz 0 1
O -3.267 -4.242 0.668
C -2.679 -4.366 -0.346
O -2.412 -3.339 -1.211
C -2.692 -1.952 -0.758
C -3.142 -1.061 -1.940
C -1.976 -5.638 -0.812
H -1.742 -1.610 -0.288
H -3.516 -2.018 -0.037
H -2.356 -0.926 -2.693
H -3.466 -0.109 -1.527
H -4.069 -1.537 -2.235
H -1.906 -5.428 -1.887
H -2.490 -6.545 -0.615
H -0.929 -5.789 -0.406
O 0.244 -1.805 -2.758
C 0.473 -2.913 -2.387
O 0.518 -4.008 -3.149
C 0.321 -3.864 -4.563
C -1.153 -4.075 -4.834
C 0.832 -3.173 -0.948
H 0.956 -4.670 -4.956
H 0.720 -2.881 -4.829
H -1.460 -5.096 -4.569
H -1.280 -3.816 -5.902
H -1.696 -3.354 -4.255
H 0.133 -2.579 -0.317
H 1.800 -2.869 -0.656
H 0.696 -4.185 -0.639
O -2.923 -0.373 4.889
C -4.102 -0.390 5.060
O -4.814 -1.581 4.954
C -4.062 -2.674 4.326
C -4.858 -3.967 4.373
C -5.094 0.687 5.453
H -3.047 -2.702 4.828
H -3.966 -2.393 3.266
H -4.419 -4.590 3.568
H -5.881 -3.790 4.177
H -4.722 -4.465 5.346
H -5.352 1.111 4.495
H -4.737 1.579 6.052
H -5.949 0.178 5.978
O 3.645 -4.674 0.994
C 4.334 -4.008 0.276
O 4.652 -2.688 0.447
C 3.992 -1.966 1.568
C 4.533 -2.355 2.988
C 5.075 -4.487 -1.002
H 2.954 -2.229 1.522
H 4.228 -0.874 1.348
H 4.559 -1.437 3.635
H 5.571 -2.626 2.892
H 4.004 -3.172 3.457
H 4.798 -5.518 -1.314
H 6.171 -4.581 -0.783
H 4.892 -3.763 -1.816
O 1.690 0.961 2.643
C 0.748 0.211 2.508
O 0.301 -0.218 1.281
C 0.791 0.467 0.103
C 0.152 1.840 -0.129
C 0.011 -0.246 3.729
H 0.605 -0.243 -0.664
H 1.865 0.620 0.211
H 0.745 2.337 -0.967
H 0.255 2.408 0.783
H -0.940 1.808 -0.366
H -0.761 -0.941 3.628
H -0.449 0.624 4.209
H 0.803 -0.614 4.329
O -3.908 3.158 3.288
C -3.175 2.675 2.457
O -1.865 3.033 2.400
C -1.471 4.098 3.324
C 0.097 4.271 3.252
C -3.454 1.513 1.582
H -1.786 3.782 4.389
H -1.935 4.999 3.025
H 0.571 3.445 3.762
H 0.341 5.180 3.796
H 0.401 4.474 2.268
H -3.188 1.650 0.568
H -4.507 1.298 1.567
H -2.941 0.650 1.969
O 0.753 -6.654 1.401
C 1.599 -6.844 2.193
O 1.475 -6.471 3.493
C 0.241 -5.765 3.830
C 0.222 -4.250 3.720
C 2.860 -7.649 1.948
H 0.078 -6.036 4.887
H -0.526 -6.167 3.140
H 0.448 -3.814 2.761
H 0.910 -3.885 4.530
H -0.823 -3.903 3.981
H 3.320 -7.462 0.955
H 2.553 -8.703 1.918
H 3.700 -7.554 2.669
O 4.108 0.433 -6.313
C 3.028 -0.060 -6.390
O 2.490 -0.964 -5.416
C 3.183 -1.189 -4.243
C 2.900 -0.233 -3.111
C 2.030 0.112 -7.532
H 4.262 -1.294 -4.561
H 2.816 -2.176 -3.993
H 1.803 -0.095 -3.111
H 3.490 0.638 -3.335
H 3.160 -0.675 -2.155
H 1.408 1.037 -7.451
H 1.343 -0.739 -7.548
H 2.684 0.015 -8.410
O 0.435 3.085 -6.614
C 0.531 3.583 -5.514
O 0.235 2.872 -4.402
C -0.754 1.820 -4.555
C -2.173 2.350 -4.083
C 0.955 5.007 -5.334
H -0.377 1.094 -3.849
H -0.681 1.516 -5.568
H -2.121 2.679 -3.072
H -2.952 1.584 -4.116
H -2.465 3.132 -4.790
H 1.106 5.364 -4.278
H 0.051 5.501 -5.718
H 1.811 5.253 -6.008
O 2.186 5.584 0.009
C 2.869 4.973 0.770
O 3.315 5.575 1.928
C 2.849 6.952 2.050
C 3.778 7.655 3.021
C 3.239 3.535 0.757
H 1.784 6.956 2.297
H 2.943 7.408 1.058
H 4.790 7.468 2.628
H 3.517 7.405 4.013
H 3.708 8.775 2.913
H 3.053 3.120 -0.193
H 2.582 3.013 1.449
H 4.273 3.421 1.089
O -3.388 3.690 -0.840
C -3.597 4.556 -0.020
O -2.600 5.384 0.475
C -1.265 5.211 -0.044
C -1.010 5.614 -1.525
C -4.924 5.089 0.413
H -1.010 4.101 0.091
H -0.533 5.713 0.672
H 0.020 5.313 -1.690
H -1.235 6.649 -1.693
H -1.608 5.030 -2.181
H -5.007 5.323 1.480
H -5.665 4.305 0.215
H -5.120 6.044 -0.170
*
```

***

Entry 14:
Below is the ion C7H14FO5S2 with charge -1 at a distorted geometry, with properties calculated with ωB97M-V with the def2-TZVPD basis set.

Calculated values
SMILES string   CC(C)C(F)=[S@](=O)([O-])OS(=O)(=O)C(C)C
Frontier orbital gap (spin up / spin down)   0.290 / 0.290 hartree
HOMO (spin up / spin down)   -5.14 / -5.14 eV

```
! RIJCOSX wB97M-V def2-TZVPD def2/J DEFGRID3
* xyz -1 1
C -2.469 -0.229 1.749
C -3.399 -1.426 -0.260
C 2.404 -1.309 -0.338
C 4.170 0.441 -0.891
C -3.381 -0.118 0.526
C 2.700 0.095 -0.799
C -3.006 1.040 -0.380
O -0.795 2.076 -1.543
O 2.435 2.539 0.183
O 2.547 0.697 1.768
O -0.850 -0.337 -1.240
O 0.512 1.001 0.464
F -3.212 2.219 0.306
S 2.056 1.185 0.499
S -1.095 0.975 -0.665
H -1.447 -0.409 1.421
H -2.488 0.697 2.319
H -2.792 -1.044 2.400
H -2.409 -1.610 -0.664
H -4.102 -1.367 -1.087
H -3.686 -2.254 0.388
H 2.740 -1.413 0.694
H 1.329 -1.471 -0.370
H 2.903 -2.055 -0.958
H 4.271 1.493 -1.147
H 4.688 -0.166 -1.635
H 4.629 0.287 0.085
H -4.404 0.098 0.871
H 2.148 0.361 -1.697
*
```

***

no.,E (eV)
1,-25742.657
2,-67083.011
3,-10277.774
4,-5766.810
5,-17985.442
6,-20012.156
7,-9800.015
8,-8403.039
9,-20110.797
10,-7222.934
11,-87257.119
12,-16988.388
13,-92101.541
14,-42110.796